C5H9N in the gas phase. Source: the OMol25 dataset; level of theory: ωB97M-V/def2-TZVPD.

Last column: natural (NBO) charge in e.
CARTESIAN COORDINATES (ANGSTROEM)
C1 -0.08627 0.36724 -0.74421  -0.262
C2 -0.42364 -0.59094 -1.61123  -0.013
N1 -1.29249 -1.68453 -1.46756  -0.821
C3 -0.54478 0.48999 0.69227  -0.487
C4 0.59277 0.99455 1.55443  -0.171
C5 1.86659 0.60789 1.45269  -0.395
H1 0.54637 1.20978 -0.98518  0.211
H2 0.21624 -0.65880 -2.49116  0.177
H3 -2.26429 -1.44892 -1.34324  0.372
H4 -1.27154 -2.18682 -2.34601  0.366
H5 -1.35987 1.21884 0.77363  0.209
H6 -1.00511 -0.40787 1.11591  0.228
H7 0.30569 1.33285 2.55089  0.190
H8 2.51797 0.61233 2.31300  0.201
H9 2.20238 0.14440 0.53579  0.193

total charge = 0
molar mass = 83.13 g/mol
SMILES = C=CC/C=C\N
ΔE to the lowest compared entry with this formula, charge and spin = 40.0 kcal per mole
largest force on an atom = 2.26 eV/A